[1]
{
  "formula": "C30H48N4O8P2SScSe2Te2",
  "method": "the ωB97M-V functional and the def2-TZVPD basis",
  "elements": ["Sc", "N", "C", "C", "C", "C", "C", "C", "S", "N", "C", "C", "C", "C", "C", "C", "N", "H", "H", "H", "H", "H", "H", "H", "H", "H", "C", "C", "C", "O", "P", "O", "C", "P", "O", "O", "C", "C", "C", "O", "C", "C", "C", "O", "C", "C", "C", "H", "H", "H", "H", "H", "H", "H", "H", "H", "H", "H", "H", "H", "H", "H", "H", "H", "H", "H", "H", "H", "H", "H", "H", "H", "H", "H", "H", "H", "H", "Se", "Te", "Te", "Se", "O", "C", "O", "C", "N", "C", "C", "C", "H", "H", "H", "H", "H", "H", "H", "H", "H"],
  "xyz": [[-18.67555, -6.72243, -6.25548], [-19.05908, -10.23701, -3.31326], [-17.77926, -10.69377, -2.86899], [-17.77710, -11.45129, -1.70817], [-16.56084, -11.92809, -1.22423], [-15.41943, -11.45373, -1.81879], [-15.36163, -10.68394, -2.94189], [-16.59678, -10.31176, -3.55011], [-16.70733, -9.50664, -5.10950], [-18.20484, -8.74398, -4.93778], [-19.09687, -9.12998, -4.11262], [-20.40495, -8.43837, -4.21696], [-21.47562, -9.12366, -3.71353], [-22.79805, -8.51935, -3.80852], [-22.87509, -7.32517, -4.44359], [-21.66382, -6.72412, -4.95507], [-20.48648, -7.29197, -4.85553], [-19.71917, -10.26581, -2.57917], [-18.69635, -11.80261, -1.34194], [-16.51425, -12.66474, -0.37897], [-14.52459, -11.78276, -1.38169], [-14.39414, -10.30566, -3.19128], [-21.44076, -10.12721, -3.21742], [-23.66867, -9.05162, -3.43176], [-23.77099, -6.84985, -4.52873], [-21.77814, -5.78031, -5.44791], [-21.19592, -12.11074, -7.34687], [-19.78290, -11.63402, -7.16391], [-18.72905, -12.69132, -7.41243], [-19.56294, -10.68899, -8.19257], [-20.08909, -9.21307, -8.35519], [-19.89174, -8.50210, -7.05775], [-19.03741, -8.59833, -9.67870], [-17.35326, -8.45646, -9.07917], [-17.45422, -7.76316, -7.76232], [-16.55617, -7.65332, -10.21337], [-16.03681, -6.29728, -10.34654], [-14.99866, -6.10902, -9.17924], [-15.58345, -6.09604, -11.73247], [-16.69498, -9.84525, -8.94707], [-15.98293, -10.54107, -9.98924], [-14.49599, -10.61394, -9.55261], [-16.70080, -11.86022, -10.10065], [-21.60644, -9.16341, -8.75463], [-21.97819, -9.27892, -10.17773], [-22.49961, -7.94996, -10.65415], [-23.07793, -10.33546, -10.25748], [-21.43212, -12.95794, -6.62701], [-21.34126, -12.48943, -8.36616], [-21.88115, -11.26634, -7.23886], [-19.67784, -11.08559, -6.23702], [-18.98673, -13.24028, -8.36288], [-18.73105, -13.36641, -6.56144], [-17.75535, -12.14858, -7.45076], [-19.30677, -7.58901, -9.83415], [-19.14883, -9.22462, -10.58998], [-16.88754, -5.65444, -10.18272], [-14.17277, -6.84629, -9.21315], [-15.49355, -5.97090, -8.17232], [-14.44647, -5.18093, -9.37641], [-14.76828, -6.81427, -11.96945], [-15.24591, -5.03533, -11.75534], [-16.40041, -6.29606, -12.37419], [-16.01519, -9.92538, -10.82379], [-14.25960, -11.15932, -8.65592], [-14.02701, -9.63797, -9.52183], [-13.94480, -11.14247, -10.34136], [-16.59031, -12.58468, -9.29179], [-16.45098, -12.27310, -11.10396], [-17.75124, -11.53499, -9.99265], [-21.15272, -9.65146, -10.78636], [-23.42089, -7.57519, -10.20279], [-22.50822, -7.98067, -11.67015], [-21.76288, -7.19963, -10.42285], [-23.86178, -10.14843, -9.53731], [-22.62862, -11.29202, -10.13352], [-23.55274, -10.19760, -11.21735], [-18.99387, -4.24674, -5.12985], [-17.61015, -3.58866, -7.08914], [-19.63416, -3.45202, -8.81545], [-20.31608, -5.69627, -8.20554], [-17.15380, -6.75873, -3.22585], [-16.48267, -6.36627, -4.16348], [-16.77248, -6.36904, -5.40274], [-15.13569, -5.77413, -3.83295], [-14.99795, -5.71307, -2.38109], [-14.82312, -4.33199, -1.85857], [-15.30031, -3.52155, -3.06403], [-14.89548, -4.34384, -4.28265], [-14.35431, -6.41611, -4.21751], [-14.19560, -6.32613, -2.11100], [-15.90509, -6.19315, -2.14949], [-13.77857, -4.10512, -1.57522], [-15.41332, -4.16173, -0.96972], [-14.89440, -2.52518, -3.12422], [-16.42535, -3.50804, -3.23266], [-13.78105, -4.29822, -4.39380], [-15.43134, -4.14176, -5.14966]],
  "atomic_forces_ev_per_a": [[-0.10, -0.25, -0.30], [1.88, -0.19, -0.61], [0.36, 0.54, -0.29], [1.66, -0.40, -0.83], [-1.11, -0.38, 0.72], [0.26, -0.93, 0.68], [-2.06, 1.02, -0.45], [0.29, -0.82, 1.14], [0.15, -0.20, 0.17], [-0.01, 0.47, 0.11], [-0.30, 0.37, -1.22], [0.11, -2.19, 1.19], [-3.07, -0.04, 0.82], [2.12, -1.49, 0.02], [3.40, -0.22, -0.17], [-2.16, -0.66, 0.67], [0.18, 1.41, -0.39], [-0.69, 0.09, 0.57], [-1.12, -0.24, 0.70], [-0.06, 1.00, -0.90], [1.34, -0.24, 0.43], [0.26, 0.14, -0.88], [0.18, 1.20, -0.72], [0.18, 0.19, -0.02], [-2.24, 1.46, -0.44], [0.48, 0.39, -0.35], [-0.69, -1.27, 0.78], [-0.47, -0.31, -0.38], [0.05, 0.33, 0.01], [0.23, 1.10, -2.03], [0.52, 0.24, 1.62], [-0.47, 0.13, -0.44], [0.26, -2.04, -0.40], [0.23, 2.36, -0.17], [0.66, 0.04, -0.08], [-0.81, -1.97, 0.36], [0.16, -0.26, 3.00], [-0.11, 0.92, -0.60], [1.88, -0.01, 0.41], [0.07, 0.44, 0.71], [1.96, -1.32, 2.91], [-0.07, -0.28, -1.48], [-0.67, 0.41, -1.21], [0.69, -0.18, -0.81], [-1.95, -0.47, 0.59], [1.16, 0.55, 2.55], [0.35, 1.12, -0.09], [0.09, 1.14, -0.77], [0.18, -0.06, 0.18], [-0.13, -0.26, 0.31], [0.27, -0.19, 0.55], [0.54, 0.55, 0.96], [0.15, -0.32, -0.06], [-0.59, -0.74, -0.14], [-0.63, 1.33, -0.45], [0.26, 0.51, 0.48], [-0.30, 0.44, 0.35], [-0.82, -0.15, 0.21], [0.53, -0.61, -1.16], [-0.29, 0.15, 0.05], [-0.26, 0.68, -0.01], [-0.13, -0.79, -0.54], [-0.75, 0.13, -0.93], [-0.28, 0.69, -1.96], [-0.48, -0.13, 0.59], [-0.17, 0.35, 0.21], [-0.16, -0.01, -0.04], [0.72, 0.23, -0.15], [-0.52, -0.16, 0.79], [0.10, -0.68, -0.73], [0.18, 0.33, 0.19], [-0.07, -0.60, -0.10], [-0.66, -0.04, -3.08], [0.40, 0.51, 0.23], [0.00, 0.00, 0.46], [-0.10, -1.00, 0.02], [-0.03, -0.46, -0.49], [-0.05, -0.08, 0.28], [0.39, 0.06, 0.23], [0.11, 0.97, -0.52], [-0.62, -1.27, 0.07], [-0.56, -0.34, 1.29], [-0.24, 0.37, -1.68], [0.53, -0.25, 0.67], [0.89, 0.58, -1.26], [1.32, -2.06, 1.60], [-0.29, 1.06, -0.60], [-1.58, -0.09, -1.17], [2.67, -0.73, 1.79], [-0.01, -0.31, -0.27], [-1.09, 0.58, 0.10], [-0.20, 0.05, 0.65], [-0.37, -0.46, -0.49], [-0.29, -0.25, 0.14], [-0.06, 0.35, 0.23], [1.02, 0.36, 1.16], [-0.87, 0.42, -0.52], [-0.64, 0.61, -1.59]],
  "relative_energy_kj_mol": 165.2,
  "gap_ev": 6.082,
  "total_charge": 1
}



[2]
{
  "formula": "C4H16Br2O4V",
  "method": "the ωB97M-V functional and the def2-TZVPD basis",
  "elements": ["V", "Br", "Br", "C", "O", "H", "H", "H", "H", "C", "O", "H", "H", "H", "H", "C", "O", "H", "H", "H", "H", "C", "O", "H", "H", "H", "H"],
  "xyz": [[0.15134, 0.07125, 0.22734], [-1.37213, -1.89873, -0.77047], [1.32483, 2.04852, 1.65949], [-2.91831, 1.49651, 1.10823], [-1.82433, 0.57656, 1.30190], [-2.65097, 2.32837, 0.45660], [-3.79326, 0.94846, 0.75862], [-3.13274, 1.88823, 2.10255], [-2.25217, -0.01124, 1.92883], [1.78963, -1.58041, 2.61712], [0.59381, -1.32656, 1.95588], [2.28281, -2.28975, 1.95250], [2.45553, -0.71749, 2.61190], [1.58936, -1.89471, 3.64143], [0.03020, -2.00318, 2.33814], [-1.18994, 1.42296, -2.35510], [-0.19203, 1.50858, -1.38404], [-1.01425, 0.67764, -3.13082], [-2.04440, 1.04969, -1.79059], [-1.49888, 2.39296, -2.74467], [0.52703, 2.03073, -1.74721], [2.05203, -1.27230, -2.09328], [2.09139, -0.58808, -0.84222], [3.01646, -1.27788, -2.60117], [1.59316, -2.25702, -2.00452], [1.41842, -0.66620, -2.74079], [2.96741, -0.65691, -0.45566]],
  "atomic_forces_ev_per_a": [[-0.10, -0.11, 0.71], [0.46, 0.36, 0.06], [-0.13, -0.61, -0.56], [0.21, 0.18, 0.50], [-0.39, 0.45, -0.22], [0.15, -0.33, -0.04], [0.02, 0.14, -0.33], [-0.23, 0.37, -0.11], [0.79, -0.74, -0.03], [1.88, 0.13, -0.51], [-1.58, 0.66, 0.03], [0.50, -0.73, 0.79], [-0.45, 0.36, 0.21], [0.38, -0.24, -0.12], [-0.82, 0.14, -0.82], [-2.12, -0.64, 0.13], [1.06, 0.18, 0.15], [0.35, 0.18, -0.11], [-0.22, -0.11, -0.29], [0.42, 0.08, -0.16], [0.41, 0.05, 0.46], [-0.51, 0.41, -0.73], [-0.19, 0.09, 0.31], [0.19, -0.25, 0.38], [0.23, 0.01, 0.09], [-0.22, -0.14, 0.01], [-0.09, 0.12, 0.20]],
  "relative_energy_kj_mol": 8.4,
  "gap_ev": [8.034, 8.742],
  "multiplicity": 4,
  "s2": 3.76
}



[3]
{
  "formula": "C4H13N6",
  "method": "the ωB97M-V functional and the def2-TZVPD basis",
  "elements": ["C", "C", "C", "C", "N", "N", "N", "N", "N", "N", "H", "H", "H", "H", "H", "H", "H", "H", "H", "H", "H", "H", "H"],
  "xyz": [[-0.30872, 0.26473, -1.83422], [-0.98098, -0.01834, -0.51586], [0.62064, 0.26479, 0.45788], [-0.97237, 0.28137, -3.16349], [0.97439, 0.62669, -1.78337], [1.47111, 0.52046, -0.52648], [-1.40129, -1.33531, -0.41983], [0.99711, 0.01120, 1.70411], [2.86091, 0.44987, -0.32440], [-1.03707, 0.13939, 3.39240], [-1.45739, 0.80050, -0.04050], [-0.67765, -0.68165, -3.55815], [-0.53437, 1.00837, -3.90288], [-2.03669, 0.34842, -3.03577], [-0.68805, -1.86652, -0.88609], [-1.90506, -1.68610, 0.52482], [0.20154, 0.09230, 2.44641], [2.06227, 0.21392, 1.83235], [3.05533, -0.62940, -0.20394], [3.41071, 0.88653, -1.09811], [-1.67754, 0.92673, 3.34303], [-0.45572, 0.13413, 4.32434], [-1.52110, -0.75210, 3.26775]],
  "atomic_forces_ev_per_a": [[3.20, 2.61, 0.07], [3.88, -0.22, 1.67], [-0.81, -0.75, -1.00], [0.90, 0.09, -0.29], [-3.18, -1.38, -1.18], [0.34, 0.25, 1.42], [-2.09, 0.06, 2.51], [1.86, 1.03, -1.27], [0.40, -2.44, 0.30], [1.43, -0.31, 1.99], [-1.50, 0.41, -0.12], [-0.52, -0.51, -0.52], [-0.56, -0.42, 1.14], [-0.45, 0.05, -0.37], [-0.34, -1.28, 0.49], [2.04, 0.94, -3.29], [0.68, -0.10, -0.35], [-2.52, -0.43, 0.18], [0.13, 2.82, -0.77], [-0.99, -0.68, 0.76], [0.09, -0.25, 0.37], [-2.02, 0.04, -2.22], [0.03, 0.48, 0.48]],
  "relative_energy_kj_mol": 274.9,
  "gap_ev": 9.327,
  "total_charge": 1
}



[4]
{
  "formula": "C2H7N2O",
  "method": "the ωB97M-V functional and the def2-TZVPD basis",
  "elements": ["C", "C", "N", "N", "O", "H", "H", "H", "H", "H", "H", "H"],
  "xyz": [[0.79645, 0.67016, 0.00532], [-1.65039, 0.89918, 0.00421], [-0.43872, 0.10031, 0.01391], [1.85000, -0.62120, 0.00670], [1.40073, 1.70513, -0.00258], [-0.54489, -0.89981, -0.03078], [-2.35958, 0.47167, 0.71150], [-1.41907, 1.91924, 0.30136], [-2.09629, 0.90567, -0.99181], [2.75545, -0.22290, 0.28544], [1.94869, -1.00703, -0.93883], [1.59756, -1.36847, 0.66100]],
  "atomic_forces_ev_per_a": [[0.83, -0.88, -0.04], [-0.60, 0.32, -0.10], [1.74, 1.69, 0.03], [0.00, 0.27, 0.02], [-2.22, -1.54, 0.04], [0.26, 0.02, -0.02], [0.05, 0.07, -0.01], [0.03, -0.04, 0.00], [0.05, 0.03, 0.08], [-0.23, -0.10, -0.07], [-0.02, 0.05, 0.20], [0.11, 0.12, -0.14]],
  "relative_energy_kj_mol": 80.0,
  "gap_ev": 11.549,
  "smiles": "CNC([NH3+])=O",
  "total_charge": 1
}